A) DFT (ωB97M-V/def2-TZVPD) results for C3BrF3 in the gas phase.

Structure (XYZ):
```
7
C3BrF3 (ωB97M-V/def2-TZVPD)
C 2.73611 0.37848 -0.86571
C -0.34746 -0.54843 0.92754
C -1.52382 -0.18115 0.47646
F 2.38473 1.25300 -1.75492
F -2.32656 -0.24682 -0.58243
F -2.22110 0.25679 1.50785
Br 1.29809 -0.91188 0.29120
```

Properties
E_HOMO (alpha / beta) ... -9.68 / -8.27 eV
Spin multiplicity ... 1
Orbital gap (alpha / beta) ... 9.836 / 6.468 eV

---

B) DFT (ωB97M-V/def2-TZVPD) results for a molecular structure, C3BrF3.

Structure (XYZ):
```
7
C3BrF3 (ωB97M-V/def2-TZVPD)
C -0.78539 0.96036 -0.36533
C 0.76288 -0.21846 -0.75951
C -0.36504 -0.51255 0.08659
F -0.24664 1.95066 0.27989
F -1.34680 -1.32404 -0.49919
F -0.41938 -0.87586 1.37691
Br 2.40038 0.01988 -0.11936
```

Properties
E_HOMO (alpha / beta) ... -9.54 / -9.44 eV
Spin multiplicity ... 1
Orbital gap (alpha / beta) ... 7.008 / 6.869 eV

---

Least stable: A)

---

A) DFT (ωB97M-V/def2-TZVPD) results for 2 unconnected molecules or ions with the total composition C4H5NS2.

Structure (XYZ):
```
12
C4H5NS2 (ωB97M-V/def2-TZVPD)
C 1.36393 0.20568 -0.67259
C 0.55988 -0.89870 -0.70663
C 0.18877 -1.67787 0.46013
S 0.64343 -1.08461 1.91742
H 1.97287 0.55059 0.11809
H 1.44361 0.75295 -1.60611
H 0.03298 -1.04989 -1.73476
H -0.22585 -2.69341 0.50521
N -1.81396 0.81178 0.76439
C -1.38331 1.74842 0.12556
S -0.83542 2.62453 -0.94677
H -1.94693 0.71054 1.77607
```

Properties
SMILES string ... C=CC=S.N=C=S
E_HOMO ... -8.63 eV
Spin multiplicity ... 1
Orbital gap ... 7.740 eV

---

B) DFT (ωB97M-V/def2-TZVPD) results for C4H5NS2 in the gas phase.

Structure (XYZ):
```
12
C4H5NS2 (ωB97M-V/def2-TZVPD)
S 0.49878 1.90937 -1.22089
C 0.30116 0.63382 -0.25147
S -0.80798 0.57648 1.19354
C -0.83527 -1.31303 1.28243
C -0.37363 -1.56609 -0.13809
N 0.79016 -1.97555 -0.94880
C 0.85804 -0.75057 -0.19518
H -1.86782 -1.60747 1.51660
H -0.17371 -1.62838 2.05344
H -1.11916 -1.25271 -0.84845
H 1.41048 -2.65577 -0.54548
H 1.46454 -0.82510 0.71701
```

Properties
SMILES string ... S=C1SC[C@@H]2N[C@@H]12
E_HOMO ... -8.65 eV
Spin multiplicity ... 1
Orbital gap ... 8.445 eV

---

Least stable: B)

---

A) DFT (ωB97M-V/def2-TZVPD) results for 3 unconnected molecules or ions with the total composition C3H11NO3.

Structure (XYZ):
```
18
C3H11NO3 (ωB97M-V/def2-TZVPD)
C 1.59933 1.90514 1.52684
C 0.31636 1.16660 1.08476
C 0.32170 0.64511 -0.42003
N 0.94757 1.22232 -1.57573
O -0.39020 -0.40986 -0.58431
H 1.46454 2.54541 2.33121
H 2.38094 1.12022 1.65257
H 2.08903 2.46873 0.70162
H -0.62115 1.86056 1.10531
H -0.10487 0.34537 1.82648
H 1.53451 1.94300 -1.36235
H 1.20884 0.66997 -2.54039
H -1.32105 -3.58323 1.81995
H -1.88867 -3.94535 3.05608
O -1.72700 -4.34555 2.18285
H -2.48774 -1.70405 -3.82142
H -1.62791 -0.71109 -3.09931
O -1.69423 -1.19329 -3.88413
```

Properties
Total charge ... -1
E_HOMO (alpha / beta) ... 1.31 / -4.04 eV
Spin multiplicity ... 2
Orbital gap (alpha / beta) ... 2.400 / 7.573 eV

---

B) DFT (ωB97M-V/def2-TZVPD) results for 3 unconnected molecules or ions with the total composition C3H11NO3.

Structure (XYZ):
```
18
C3H11NO3 (ωB97M-V/def2-TZVPD)
C -0.70280 -0.72323 -2.07765
N -0.78234 0.05198 -0.85377
C 0.38321 0.96039 -0.65785
C 1.19882 0.32430 0.50195
O 1.99234 0.93322 1.20423
H -1.20763 -1.71797 -2.01057
H -1.17047 -0.18959 -2.95533
H 0.27082 -1.02755 -2.41303
H -1.56029 0.68750 -1.03554
H 0.00656 1.92708 -0.32807
H 0.85440 1.21940 -1.64993
H 1.00524 -0.73975 0.69070
H -2.08557 2.21256 2.08688
H -0.59572 2.54434 2.09452
O -1.40934 2.69142 1.59649
H 0.76246 -3.28773 0.31807
H -0.73963 -3.15482 0.07465
O -0.04651 -3.83818 0.23262
```

Properties
Total charge ... -1
E_HOMO (alpha / beta) ... 0.70 / -3.81 eV
Spin multiplicity ... 2
Orbital gap (alpha / beta) ... 3.058 / 7.435 eV

---

Least stable: A)

---

A) DFT (ωB97M-V/def2-TZVPD) results for a molecular structure, C33H44N7O4STi.

Structure (XYZ):
```
90
C33H44N7O4STi (ωB97M-V/def2-TZVPD)
Ti 0.77354 0.14321 -0.24626
C 3.51954 4.01331 1.38804
C 2.28194 3.18461 1.42154
C 1.89104 2.51541 2.58694
C 0.68494 1.83211 2.65954
C -0.17956 1.78721 1.56174
C 0.21944 2.41201 0.35434
C 1.43524 3.11461 0.31344
H 3.26054 5.05301 1.59394
H 4.00774 3.99491 0.41674
H 4.23224 3.70141 2.14604
H 2.50284 2.60561 3.47224
H 0.36084 1.40871 3.60254
H -1.21446 1.48391 1.72484
H -0.51546 2.59861 -0.43876
H 1.68024 3.71481 -0.55486
C 0.13854 -2.17009 -3.61506
C -0.76516 -1.14979 -2.91396
C -0.60496 0.19351 -3.57496
C -1.34736 0.45891 -4.71436
C -1.10626 1.59101 -5.47736
C -0.13406 2.48301 -5.07216
C 0.59054 2.29911 -3.89826
C 1.46204 3.44071 -3.45916
C 0.59504 4.67811 -3.18266
C 0.38044 1.11481 -3.15646
N 1.17714 0.80641 -2.03066
C 2.49384 0.91091 -2.10896
C 3.26634 0.72971 -0.95216
C 4.65234 0.73871 -0.71146
C 4.82394 0.41841 0.63144
C 3.55304 0.20691 1.17154
N 2.60524 0.41271 0.24704
H -0.05416 -3.17109 -3.23596
H 1.18994 -1.91879 -3.46796
H -0.05806 -2.17919 -4.68586
H -0.49576 -1.10519 -1.83936
H -1.79986 -1.48439 -3.01196
H -2.10366 -0.24479 -5.02486
H -1.66816 1.76181 -6.38236
H 0.07974 3.35171 -5.67486
H 2.16054 3.69281 -4.25916
H 2.05274 3.19361 -2.57266
H -0.03216 4.90721 -4.04066
H 1.22364 5.54391 -2.99546
H -0.06056 4.52961 -2.32536
H 2.97854 1.09131 -3.07006
H 5.42174 0.94981 -1.43106
H 5.75174 0.34631 1.16324
H 3.30544 -0.08959 2.18034
C 2.73164 -4.96319 -0.90006
N 2.75634 -3.76569 -0.07726
C 3.53764 -3.81599 1.15294
C 2.11274 -2.71239 -0.36236
N 1.52434 -1.71959 -0.57716
H 2.34404 -5.79829 -0.31556
H 3.74324 -5.20359 -1.22866
H 2.10554 -4.81429 -1.77526
H 3.12874 -4.58179 1.81604
H 3.51454 -2.85529 1.66574
H 4.57304 -4.06689 0.91934
C -4.97576 -1.03949 5.64854
C -4.54766 0.15031 4.81554
S -3.60366 -0.43369 3.39524
O -3.33096 0.61651 2.42284
O -2.40066 -1.13679 3.78634
C -4.67056 -1.68039 2.56854
C -4.17006 -1.96149 1.15504
N -2.73486 -1.77709 1.03854
C -2.13386 -0.79669 0.34594
N -0.80916 -0.81129 0.55724
C -0.56536 -1.82929 1.43874
C -1.75226 -2.42939 1.74834
N -1.88756 -3.56109 2.63724
O -2.98726 -3.98829 2.84394
O -0.84046 -3.98149 3.05184
C -2.81346 0.21751 -0.49236
H -5.40536 -0.68829 6.58404
H -4.12026 -1.67029 5.88664
H -5.72836 -1.63939 5.14264
H -3.89056 0.82171 5.36404
H -5.38456 0.71151 4.40604
H -5.67796 -1.27999 2.53964
H -4.62776 -2.56829 3.19334
H -4.63726 -1.26879 0.45784
H -4.42576 -2.98359 0.85964
H 0.40744 -2.05749 1.84304
H -2.08006 0.79581 -1.06606
H -3.53156 -0.22109 -1.18406
H -3.35946 0.88561 0.18314
```

Properties
Total charge ... +3
E_HOMO ... -16.40 eV
Spin multiplicity ... 1
Orbital gap ... 5.889 eV

---

B) DFT (ωB97M-V/def2-TZVPD) results for a molecular structure, C33H44N7O4STi.

Structure (XYZ):
```
90
C33H44N7O4STi (ωB97M-V/def2-TZVPD)
Ti 0.13935 -1.05013 0.42933
C -0.89066 1.97983 4.16220
C -1.29300 0.72668 3.44525
C -0.37428 -0.29200 3.19945
C -0.78250 -1.50443 2.61691
C -2.10937 -1.68542 2.21861
C -3.02387 -0.65680 2.44031
C -2.61962 0.51793 3.05275
H -1.34381 2.86424 3.71312
H 0.19137 2.10637 4.17885
H -1.23233 1.93831 5.19869
H 0.64785 -0.18694 3.54937
H -0.10729 -2.35562 2.64291
H -2.43637 -2.64766 1.84353
H -4.06675 -0.79993 2.18566
H -3.35388 1.28882 3.25913
C 3.32552 -4.65180 3.10789
C 2.27129 -3.56373 3.32845
C 2.85495 -2.16455 3.33992
C 3.60201 -1.81550 4.45766
C 4.18348 -0.56557 4.57375
C 4.01730 0.36112 3.56291
C 3.27421 0.07867 2.41978
C 3.20004 1.21566 1.41834
C 2.43435 1.00766 0.13295
C 2.70653 -1.19996 2.31953
N 1.87070 -1.58641 1.19759
C 2.15053 -2.71602 0.55653
C 1.13997 -3.37506 -0.15340
C 1.12118 -4.53941 -0.90805
C -0.21325 -4.76476 -1.28148
C -0.96980 -3.73607 -0.75443
N -0.18548 -2.87560 -0.04609
H 2.87220 -5.64072 3.15702
H 4.09779 -4.60173 3.87404
H 3.82999 -4.55402 2.14383
H 1.79788 -3.73127 4.29837
H 1.47057 -3.68044 2.59322
H 3.72139 -2.54118 5.25257
H 4.76410 -0.31393 5.45083
H 4.47911 1.33723 3.65052
H 4.22452 1.49399 1.16032
H 2.79748 2.09013 1.93766
H 2.43406 1.91506 -0.47334
H 1.36248 0.83932 0.34893
H 2.81972 0.18718 -0.46607
H 3.15509 -3.12737 0.61344
H 1.97176 -5.17023 -1.11929
H -0.59247 -5.59822 -1.85044
H -2.03374 -3.58109 -0.84508
C 1.66243 0.99484 -4.29847
N 1.22294 -0.34301 -3.85116
C 1.18664 -1.43484 -4.84586
C 0.86523 -0.54582 -2.64471
N 0.57785 -0.75671 -1.52987
H 2.69703 0.92671 -4.62925
H 1.56682 1.70122 -3.48014
H 1.02321 1.30619 -5.12123
H 2.17149 -1.52360 -5.29978
H 0.44740 -1.19311 -5.60717
H 0.92481 -2.36911 -4.35672
C -2.76887 4.69633 -5.05598
C -2.04206 3.36475 -4.93490
S -1.93059 2.77634 -3.26925
O -1.14469 1.54844 -3.24691
O -1.52377 3.84352 -2.39079
C -3.59789 2.30463 -2.80961
C -3.81491 2.40380 -1.29975
N -2.65953 1.94631 -0.49220
C -2.16813 0.70308 -0.47627
N -1.03938 0.65347 0.25196
C -0.79558 1.93869 0.69531
C -1.78060 2.72852 0.23677
N -1.91605 4.14147 0.54538
O -0.94102 4.63692 1.05761
O -2.97275 4.67962 0.31341
C -2.76460 -0.44539 -1.19826
H -2.70200 5.03759 -6.08750
H -2.31418 5.44943 -4.41628
H -3.82745 4.61269 -4.81113
H -0.99249 3.44770 -5.23066
H -2.49629 2.56118 -5.51793
H -3.76434 1.30589 -3.21041
H -4.29421 2.98985 -3.29416
H -4.68335 1.81350 -1.00979
H -3.99285 3.43055 -1.00661
H 0.03141 2.22639 1.31944
H -3.84793 -0.35445 -1.26453
H -2.55394 -1.37064 -0.66155
H -2.34809 -0.50757 -2.20548
```

Properties
Total charge ... +3
E_HOMO ... -16.40 eV
Spin multiplicity ... 1
Orbital gap ... 5.869 eV

---

Least stable: A)